1.
ORCA calculation (ωB97M-V/def2-TZVPD) on a molecular structure, C26H55AlN2O26.

The geometry in XYZ format:
```
110
C26H55AlN2O26 ωB97M-V/def2-TZVPD
Al 1.8824 4.7445 -0.4875
C -1.1080 0.7844 1.0647
C 0.2394 0.8577 0.2784
C 0.5787 -0.4790 -0.4521
O 0.6039 2.1008 -0.2562
H -1.1581 -0.2236 1.4764
H -1.8254 0.8797 0.2497
H -1.3309 1.5791 1.7767
H 0.8213 0.7884 1.1975
H 0.9871 -1.1682 0.2871
H 1.2499 -0.3252 -1.2970
H -0.2817 -0.8524 -1.0075
C 2.8217 5.0385 -5.4986
O 2.0136 3.8830 -5.6797
C 1.2435 3.5656 -4.5832
O 1.1898 4.1557 -3.4816
O 0.7666 2.3469 -4.8915
C 0.0459 1.6129 -3.9525
H 2.1613 5.9047 -5.4575
H 3.4856 5.1642 -6.3539
H 3.4442 4.9392 -4.6094
H -0.9434 2.0641 -3.8757
H 0.5200 1.6101 -2.9710
H -0.1972 0.5698 -4.1546
C -3.2731 -6.0990 -5.1135
O -2.3148 -5.6372 -4.0957
C -2.5647 -4.7337 -3.2257
O -3.6755 -4.3689 -2.8439
O -1.3910 -4.2928 -2.7709
C -1.3512 -3.3960 -1.6615
H -3.0298 -5.7692 -6.1236
H -4.2841 -5.7518 -4.9006
H -3.3135 -7.1858 -5.0404
H -1.6821 -2.4157 -2.0043
H -0.3121 -3.2727 -1.3563
H -1.8135 -3.7328 -0.7337
C 6.4114 4.1391 -0.7483
O 6.3119 2.7368 -0.8060
C 5.1250 2.1432 -1.0504
O 4.0861 2.5868 -1.5124
O 5.3745 0.8203 -0.6911
C 4.3023 -0.0682 -0.3965
H 6.1573 4.7387 -1.6225
H 7.4353 4.3086 -0.4152
H 5.8016 4.5715 0.0449
H 4.4583 -0.9613 -1.0016
H 3.2946 0.3130 -0.5618
H 4.3491 -0.3285 0.6609
C -1.3464 -2.8932 2.0257
O -2.6377 -3.1956 2.5883
C -3.3946 -4.1739 2.0629
O -3.2750 -4.6737 0.9302
O -4.2815 -4.5093 3.0483
C -4.9218 -5.8049 3.1337
H -0.7489 -2.3998 2.7922
H -1.4092 -2.2263 1.1658
H -0.8388 -3.7832 1.6537
H -5.7193 -5.9317 3.8659
H -4.0812 -6.4083 3.4764
H -5.2090 -6.2633 2.1874
C 2.4396 -2.2662 2.7578
O 1.9830 -3.5335 2.3001
C 2.3920 -3.9994 1.1189
O 3.2153 -3.4319 0.4255
O 1.8742 -5.2786 0.9039
C 2.0026 -5.7580 -0.3616
H 1.9693 -1.9490 3.6885
H 2.1196 -1.4364 2.1276
H 3.5000 -2.0666 2.9115
H 1.6471 -4.9887 -1.0471
H 1.3875 -6.6568 -0.3181
H 3.0524 -5.8776 -0.6291
C -3.2657 2.9374 -1.9035
O -2.1843 3.8548 -1.7072
C -1.9413 4.3662 -0.4605
O -0.9378 5.0991 -0.2071
O -2.9168 4.2250 0.3166
C -2.9615 4.8164 1.5626
H -4.2576 3.3886 -1.9284
H -3.3800 2.1107 -1.2025
H -3.0703 2.5059 -2.8852
H -2.0615 4.6730 2.1605
H -3.9163 4.5537 2.0182
H -3.0340 5.8921 1.4022
C 5.6705 5.6928 3.1123
O 5.2846 4.4082 3.6183
C 4.3813 3.5566 2.9865
O 3.7974 3.7470 1.9062
O 4.1632 2.4632 3.7361
C 3.2281 1.3817 3.1914
H 6.2180 6.2644 3.8617
H 4.7839 6.1863 2.7140
H 6.4248 5.6501 2.3266
H 3.4883 1.1981 2.1489
H 2.2130 1.7384 3.3659
H 3.4884 0.5210 3.8074
C -3.2550 0.1837 3.7937
N -4.0914 1.3721 3.9485
O -4.1316 2.2156 3.0851
O -4.8121 1.3951 4.9301
H -2.2469 0.5383 3.5794
H -3.4570 -0.5709 3.0335
H -3.1380 -0.3363 4.7445
C -5.2946 -2.4902 -0.8677
N -4.6217 -1.5180 0.0636
O -3.3837 -1.3712 -0.0606
O -5.3521 -0.8458 0.7565
H -6.3440 -2.5514 -0.5795
H -4.8289 -3.4421 -0.6124
H -5.2887 -2.1892 -1.9153
```

Properties
HOMO = -14.23 eV
Net charge = +2
Orbital gap = 2.4 eV
Spin multiplicity = 1
LUMO energy = -11.86 eV

2.
ORCA calculation (ωB97M-V/def2-TZVPD) on a single C11H12N2OS molecule.

The geometry in XYZ format:
```
27
C11H12N2OS ωB97M-V/def2-TZVPD
N -2.2644 -0.5603 -3.0942
C -2.3271 -0.1279 -2.0149
C -2.4746 0.6089 -0.8382
S -0.4537 0.9820 -0.4038
O -0.5170 1.7363 0.8020
C 1.3615 1.2509 -1.0720
C 2.1618 2.1883 -0.4186
C 3.4769 2.4369 -0.7641
C 3.9347 1.8756 -1.9432
N 3.1459 1.0481 -2.5866
C 1.9168 0.7030 -2.2299
C 0.0731 -0.7686 0.0705
C -0.8345 -1.3230 1.1712
C -2.2830 -1.4587 0.6000
C -3.0016 -0.0675 0.3871
H 1.6401 2.7651 0.4501
H 4.0617 3.2559 -0.1323
H 4.8660 2.0120 -2.4130
H 1.2699 0.0934 -2.7396
H 1.0169 -0.7761 0.5159
H -0.1804 -1.4652 -0.8545
H -0.6358 -0.6437 2.1287
H -0.6581 -2.4755 1.5232
H -2.2342 -2.1205 -0.2473
H -2.6567 -2.1078 1.3486
H -3.9957 -0.1213 -0.0693
H -3.0448 0.7454 1.0834
```

Properties
HOMO (spin up / spin down) = -8.16 / -8.16 eV
Orbital gap (spin up / spin down) = 7.0 / 7.0 eV
Spin multiplicity = 1
LUMO energy (spin up / spin down) = -1.20 / -1.20 eV

3.
ORCA calculation (ωB97M-V/def2-TZVPD) on a single C2H3N3O2 molecule.

The geometry in XYZ format:
```
10
C2H3N3O2 ωB97M-V/def2-TZVPD
O 2.4150 0.3814 -0.0415
N 1.4831 -0.5747 0.0596
C 0.2654 -0.1440 -0.0488
C -0.4498 1.1716 -0.1182
N -1.6587 0.7902 0.1701
N -1.8703 -0.4187 -0.1006
O -0.5620 -1.0991 -0.1119
H 3.1080 -0.3322 0.6071
H -0.1827 2.2734 -0.0578
H -2.3213 -0.9429 0.7758
```

Properties
HOMO = -8.10 eV
Orbital gap = 8.4 eV
Spin multiplicity = 1
LUMO energy = 0.31 eV

4.
ORCA calculation (ωB97M-V/def2-TZVPD) on a molecular structure, C9H10O2.

The geometry in XYZ format:
```
21
C9H10O2 ωB97M-V/def2-TZVPD
C 1.7703 1.9056 -0.5913
C 2.0678 0.2443 -0.2990
C 1.1671 -0.2850 0.7464
C -0.3998 -0.2444 0.3877
C -1.2211 0.8831 1.0072
C -2.5322 0.8757 0.5497
C -3.0530 0.0907 -0.4963
C -2.1599 -0.7991 -1.0307
C -0.9031 -0.9942 -0.6597
H 2.4714 2.1034 -1.0623
H 0.6583 1.9350 -0.7501
H 2.0740 2.5533 0.4168
H 1.2455 0.2050 1.8250
H 0.9952 -2.0353 1.9034
H -0.4090 1.5227 1.9311
H -3.3961 1.6652 1.1563
H -4.0692 -0.1541 -0.5314
H -2.4324 -1.4434 -1.9984
H -0.3010 -1.5012 -1.2381
O 2.8708 -0.2256 -0.9089
O 1.4725 -1.6383 0.9918
```

Properties
HOMO = -9.14 eV
Orbital gap = 9.6 eV
Spin multiplicity = 1
LUMO energy = 0.44 eV

5.
ORCA calculation (ωB97M-V/def2-TZVPD) on a molecular structure, C12H25F3O7SSiY.

The geometry in XYZ format:
```
50
C12H25F3O7SSiY ωB97M-V/def2-TZVPD
Y -0.0567 -0.2508 -0.3601
C 0.9071 -0.0020 2.7951
C 0.1204 1.2629 2.4665
O -0.7535 0.9925 1.3480
C -2.1029 1.5199 1.3203
C -3.0116 0.4742 0.7056
O -2.3518 -0.1701 -0.4330
C -2.9992 -1.4342 -0.7647
C -2.0564 -2.2561 -1.6186
O -0.7369 -2.3420 -1.0168
C -0.4890 -3.4103 -0.0584
C 0.6898 -2.9591 0.7849
O 1.2672 -0.7589 1.5912
H 0.3079 -0.6623 3.4134
H 1.8573 0.2385 3.2689
H 0.7680 2.0963 2.1928
H -0.4814 1.5193 3.3368
H -2.0804 2.4566 0.7622
H -2.4407 1.6878 2.3418
H -3.9335 0.9401 0.3566
H -3.2165 -0.3049 1.4329
H -3.9117 -1.2279 -1.3264
H -3.2279 -1.9385 0.1751
H -1.8885 -1.8027 -2.5969
H -2.4615 -3.2564 -1.7684
H -0.2359 -4.3193 -0.6039
H -1.3674 -3.5401 0.5748
H 1.5674 -2.7220 0.1752
H 0.9585 -3.6899 1.5449
F -4.7739 -2.9837 3.7921
C -4.1595 -1.8014 3.8460
F -4.7597 -0.9814 2.9579
F -4.3286 -1.2863 5.0627
S -2.3377 -1.9764 3.4463
O -1.9318 -0.5355 3.4992
O -2.4587 -2.4328 2.0162
O 0.2050 -1.7461 1.4231
C 1.8078 0.7783 -3.9826
Si 1.9689 0.7074 -2.1086
C 2.9444 -0.9027 -1.7071
C 3.0862 2.1229 -1.5588
H 2.7957 0.8087 -4.4495
H 1.2643 1.6702 -4.2990
H 1.2785 -0.0891 -4.3826
H 3.9019 -0.9031 -2.2365
H 2.4211 -1.8139 -2.0228
H 3.1872 -0.9954 -0.6421
H 4.0328 2.0963 -2.1051
H 3.3205 2.0713 -0.4926
H 2.6223 3.0927 -1.7472
```

Properties
HOMO = -10.59 eV
Net charge = +1
Orbital gap = 7.6 eV
Spin multiplicity = 1
LUMO energy = -2.99 eV

6.
ORCA calculation (ωB97M-V/def2-TZVPD) on a single C3H5FO molecule.

The geometry in XYZ format:
```
10
C3H5FO ωB97M-V/def2-TZVPD
C 0.9989 -0.4975 0.6879
C 0.3757 0.4428 -0.3203
O 0.9858 1.1633 -1.0988
C -1.1519 0.3075 -0.5220
F -1.5949 -0.7447 0.2384
H 0.6759 -1.5117 0.4483
H 0.7131 -0.2105 1.7330
H 2.0437 -0.3544 0.5921
H -1.4096 0.1195 -1.5942
H -1.6366 1.2857 -0.1644
```

Properties
HOMO = -9.99 eV
Orbital gap = 10.9 eV
Spin multiplicity = 1
LUMO energy = 0.94 eV

7.
ORCA calculation (ωB97M-V/def2-TZVPD) on a single C3H4O2 molecule.

The geometry in XYZ format:
```
9
C3H4O2 ωB97M-V/def2-TZVPD
O -1.0289 -0.9109 -1.8218
C -0.7664 -0.1840 -0.9175
C 0.5904 -0.5505 0.0738
C 0.2147 0.6349 0.7886
O -1.2583 0.9028 -0.4224
H 1.4887 -0.5142 -0.5445
H 0.4139 -1.5153 0.5517
H 0.7158 1.5730 0.5971
H -0.3699 0.5643 1.6949
```

Properties
HOMO (spin up / spin down) = -9.81 / -9.81 eV
Orbital gap (spin up / spin down) = 9.6 / 9.6 eV
Spin multiplicity = 1
LUMO energy (spin up / spin down) = -0.16 / -0.16 eV

8.
ORCA calculation (ωB97M-V/def2-TZVPD) on a single CH2ClNOP2 molecule.

The geometry in XYZ format:
```
8
CH2ClNOP2 ωB97M-V/def2-TZVPD
N -0.1288 2.0781 -0.5530
P 0.6398 1.4013 0.6309
P -0.9799 -0.1019 0.6400
C 0.2672 -1.5411 0.6075
O 1.0424 -1.8451 1.4363
Cl 0.2872 -2.5619 -0.8831
H 0.0407 2.9002 -1.0741
H -1.1687 -0.3294 -0.8045
```

Properties
HOMO = -9.16 eV
Orbital gap = 8.1 eV
Spin multiplicity = 1
LUMO energy = -1.08 eV

no.,maximum force (eV/A),E_tot (eV)
1,5.70,-90635.9247
2,4.10,-27457.2860
3,6.90,-10681.2367
4,17.07,-13583.0286
5,0.06,-55081.7031
6,1.88,-7956.4956
7,2.31,-7268.6162
8,2.41,-35705.3203